ORCA calculation (ωB97M-V/def2-TZVPD) on an isolated molecule of C5H9F in a non-equilibrium geometry.

Cartesian coordinates (Å):
C 1.15374 1.16780 0.00900
C 0.08633 0.00171 -0.17323
C -1.26578 0.75188 -0.05719
F -2.34647 -0.08032 0.04271
C 0.17610 -1.36038 -0.71417
C 0.20671 -1.26067 0.70775
H 1.01668 1.52158 1.01322
H 2.20019 0.75583 -0.06595
H 0.93826 2.08158 -0.63271
H -1.41253 1.39915 0.78485
H -1.40790 1.24542 -1.09684
H -0.66133 -1.57337 -1.10179
H 1.03820 -1.61323 -1.34861
H 1.05140 -1.50841 1.44411
H -0.77361 -1.52857 1.18882

The energy above the lowest of the compared OMol25 structures with the same formula, charge and spin is 1.905 eV. The value obtained for the HOMO energy is -9.692 eV. Its SMILES is CC1(CF)CC1. The value obtained for the strongest force on any atom is 7.21 eV Å⁻¹. Its gap between HOMO and LUMO is 0.397 Eh. For the LUMO energy, the calculation gives 1.1 eV.

ORCA calculation (ωB97M-V/def2-TZVPD) on a cluster of 2 separate species, C5H9F2N in total in a non-equilibrium geometry.

Cartesian coordinates (Å):
H 1.75215 1.86376 -2.05655
N 0.95886 1.18255 -1.98268
C 0.94551 0.57327 -0.88165
C 0.45338 -0.59450 -0.08624
C 0.32422 -1.89645 -0.95301
C -0.76253 -0.55435 0.90052
C 1.81158 0.05554 0.30907
F 2.99762 -0.46311 -0.15354
F 2.08540 0.67647 1.49413
H -0.72712 -2.07517 -1.16616
H 0.50757 -2.76633 -0.33700
H 0.83644 -1.90086 -1.94808
H -1.35124 0.24040 0.42795
H -0.45962 0.00973 1.81701
H -1.09480 -1.58769 0.84162
H 0.97747 2.99054 0.96030
H 0.55173 2.43392 0.69494

The energy above the lowest of the compared OMol25 structures with the same formula, charge and spin is 3.370 eV. The value obtained for the HOMO energy is -9.254 eV. Its SMILES is [H]/N=C1/C(C)(C)C1(F)F.[H][H]. The value obtained for the strongest force on any atom is 3.43 eV Å⁻¹. Its gap between HOMO and LUMO is 0.366 Eh. For the LUMO energy, the calculation gives 0.7 eV.

ORCA calculation (ωB97M-V/def2-TZVPD) on a cluster of 2 separate species, C5H9F2P in total in a non-equilibrium geometry.

Cartesian coordinates (Å):
F 3.06300 1.43087 0.77731
C 3.22683 0.61685 -0.26275
F 4.05818 1.17412 -1.08607
P 2.31314 -0.73591 -0.58281
H 3.03708 -1.24180 -1.76056
C 0.35235 -0.10260 1.46451
C -0.56524 0.39846 0.61721
C -1.50216 -0.59393 -0.28174
C -2.79903 0.06826 -0.50028
H 0.97262 0.35294 2.14967
H 0.41484 -1.28348 1.62730
H -0.75474 1.44957 0.41974
H -1.60294 -1.50464 0.24723
H -0.86212 -0.81161 -1.14158
H -2.73111 1.22659 -0.48121
H -3.33014 -0.24736 0.25931
H -3.29054 -0.19634 -1.46527

The energy above the lowest of the compared OMol25 structures with the same formula, charge and spin is 1.864 eV. The value obtained for the HOMO energy is -9.112 eV. Its SMILES is FC(F)=P.C=CCC. The value obtained for the strongest force on any atom is 5.75 eV Å⁻¹. Its gap between HOMO and LUMO is 0.350 Eh. For the LUMO energy, the calculation gives 0.4 eV.

ORCA calculation (ωB97M-V/def2-TZVPD) on the ion C5H9F3N3 with charge +1 in a non-equilibrium geometry.

Cartesian coordinates (Å):
C 2.37157 0.70660 2.09493
N 1.44274 0.50918 1.28831
N 1.53005 1.01177 0.03670
C 0.51860 0.52558 -1.04511
N -0.50454 -0.23824 -0.74523
C -1.52087 -0.43710 -1.78122
C -0.98981 -0.55428 0.61573
C 1.04399 0.85841 -2.47159
F 1.06983 -0.21130 -3.24468
F 0.21547 1.73685 -3.08813
F 2.22388 1.52979 -2.46347
H 2.04498 0.27683 3.06844
H 3.14380 1.34047 1.76362
H 2.09592 1.69602 -0.39862
H -1.86180 0.43832 -2.34361
H -1.04605 -1.01909 -2.64613
H -2.35033 -0.77099 -1.17763
H -1.02200 -1.70844 0.54056
H -0.36676 -0.14207 1.29715
H -1.93035 -0.03955 0.92920

The energy above the lowest of the compared OMol25 structures with the same formula, charge and spin is 3.634 eV. The value obtained for the HOMO energy (spin up / spin down) is -14.057 / -14.058 eV. Its SMILES is C=N/[NH+]=C(\N(C)C)C(F)(F)F. As for the charge: +1. The value obtained for the strongest force on any atom is 7.32 eV Å⁻¹. Its gap between HOMO and LUMO (spin up / spin down) is 0.333 / 0.333 Eh. For the LUMO energy (spin up / spin down), the calculation gives -5.0 / -5.0 eV.